Density functional theory data (wB97M-V/def2-TZVPD) for an isolated molecule of C3H7N3O2 at a distorted geometry.

Results
- SMILES string: [H]/N=C(\C)NOC(N)=O
- Multiplicity: 1
- Relative energy (zero: lowest compared OMol25 entry of this formula, charge and spin): 682.8 kJ/mol

Cartesian coordinates (Å):
C 0.82 -0.84 1.01
C 1.31 -0.24 -0.25
C -1.87 0.01 -0.22
H 1.77 -1.20 1.53
H 0.13 -1.64 0.79
H 0.16 0.06 1.42
H 3.24 0.06 -0.17
H 0.50 -0.31 -2.13
H -0.96 2.00 -0.20
H -2.54 1.57 0.30
N 2.44 0.50 -0.55
N 0.26 0.19 -0.99
N -1.52 1.26 0.53
O -0.76 -0.78 -0.69
O -2.97 -0.63 -0.39

Atomic charges from the Mulliken analysis, expressed in e, are listed below: C -0.913; C 0.517; C 0.586; H 0.356; H 0.286; H 0.292; H 0.245; H 0.405; H 0.345; H 0.379; N -0.697; N -0.386; N -0.588; O -0.260; O -0.567